# 1
An isolated molecule of C3H8N2S2, computed with ωB97M-V/def2-TZVPD.

Each line ends with the Löwdin charge.
Positions of all 15 atoms, in Å:
1 H -0.8303 -1.4847 -1.5252  0.00
2 N -0.9053 -0.8034 -2.2449  0.08
3 C -0.5464 0.3828 -1.8940  -0.79
4 N -0.7623 1.4698 -2.7156  0.05
5 S 0.2074 0.9006 -0.3417  0.87
6 C 0.7427 -0.7001 0.3259  -0.85
7 S 1.6517 -0.5001 1.8685  0.75
8 C 0.3056 -0.0770 2.9778  -0.44
9 H -0.0557 2.1869 -2.6705  0.08
10 H -1.0936 1.1595 -3.5834  0.07
11 H -0.1237 -1.3785 0.5145  0.05
12 H 1.3862 -1.2326 -0.3674  0.04
13 H 0.7147 0.0982 3.9592  0.03
14 H -0.4505 -0.8545 3.0419  0.04
15 H -0.2404 0.8331 2.6550  0.04

Its multiplicity is 1. The LUMO energy comes out at 0.78 eV.

***

# 2
An isolated molecule of C3H8N2S3, computed with ωB97M-V/def2-TZVPD.

Each line ends with the Löwdin charge.
Positions of all 16 atoms, in Å:
1 C 1.6914 -1.1357 0.6453  -0.24
2 C 0.3948 -0.6534 1.3964  -0.29
3 C 1.4328 -1.1621 -0.8276  -0.41
4 N -0.7491 -0.8166 0.4574  -0.44
5 N -2.9546 2.1201 -0.8183  -0.40
6 S -1.3454 2.4258 -0.3303  0.35
7 S -0.2106 1.4384 -1.6992  0.12
8 S -0.3428 -0.7464 -1.0663  0.70
9 H 2.5659 -0.4670 0.8546  0.12
10 H 2.0117 -2.0608 1.1074  0.10
11 H 0.1335 -1.3383 2.2393  0.10
12 H 0.3975 0.3627 1.8512  0.10
13 H 2.1524 -0.4796 -1.4240  0.11
14 H 1.6583 -2.0740 -1.3448  0.06
15 H -3.3233 1.6996 0.0573  0.02
16 H -3.5125 2.8874 -1.0986  0.00

Its multiplicity is 1. The LUMO energy comes out at 0.51 eV.

***

# 3
The ion C3H8N3 with charge +1, computed with ωB97M-V/def2-TZVPD.

Each line ends with the Löwdin charge.
Positions of all 14 atoms, in Å:
1 C 1.6445 -0.1519 0.4892  0.01
2 N 0.2604 -0.5058 0.0145  -0.11
3 C -0.3375 0.3850 -1.3387  -0.01
4 N -1.6387 0.6608 -0.9199  0.08
5 C -1.7944 0.4834 0.3296  -0.09
6 N -0.6558 -0.1026 0.9545  0.01
7 H 2.1166 0.7383 -0.0835  0.13
8 H 1.5647 0.1407 1.5509  0.10
9 H 2.3412 -1.0044 0.4898  0.10
10 H 0.2041 -1.5629 -0.2772  0.23
11 H -0.2862 -0.2720 -2.1846  0.13
12 H 0.2674 1.2301 -1.3919  0.10
13 H -2.6731 0.8427 0.7943  0.14
14 H -1.0132 -0.8812 1.5730  0.19

Its multiplicity is 1. The net charge is +1. The LUMO energy comes out at -3.64 eV.

***

# 4
The ion C3H8N3 with charge +1, computed with ωB97M-V/def2-TZVPD.

Each line ends with the Löwdin charge.
Positions of all 14 atoms, in Å:
1 H -0.3326 -3.5491 -1.0948  0.10
2 N 0.0020 -2.7440 -0.6096  0.14
3 C -0.2424 -1.6201 -1.1629  -0.04
4 C -0.0344 -0.5399 -0.1484  -0.24
5 N 0.1707 -1.0226 1.0822  0.22
6 N 0.0041 0.7723 -0.4770  0.01
7 C 0.1619 1.8386 0.3500  -0.09
8 H -0.4546 -1.5338 -2.1760  0.12
9 H 0.3628 -0.5423 1.8869  0.10
10 H 0.0928 -2.1226 0.9181  0.15
11 H -0.0532 1.0563 -1.4951  0.20
12 H -0.1662 2.7658 -0.1962  0.14
13 H -0.5211 1.7681 1.1907  0.11
14 H 1.1175 1.9423 0.7583  0.09

Its multiplicity is 1. The net charge is +1. The LUMO energy comes out at -5.08 eV.

***

Calculated energy relative to the best compared isomer or geometry (same formula, charge and spin) in order - 35.6; 108.8; 321.0; 171.4 kJ/mol
Calculated gap between HOMO and LUMO in order - 9.790; 8.466; 11.286; 9.953 eV
Calculated largest force on an atom in order - 0.0390; 0.0604; 0.0870; 0.1146 hartree/bohr